9 unconnected molecules or ions with the total composition C29H81F6N7O8P, computed with ωB97M-V/def2-TZVPD.

Each line ends with the Löwdin charge.
Cartesian coordinates (Å):
P -1.2340 -0.5952 0.7515  0.25
F -1.2478 0.5462 1.9626  -0.18
F -2.4115 -1.2205 1.4931  -0.11
F -1.1377 -1.7693 -0.4080  -0.16
F -0.2180 -1.4481 1.7066  -0.16
F -2.3393 0.2332 -0.1297  -0.16
F -0.0067 0.2953 0.0309  -0.20
O 0.7794 4.3160 -4.5072  -0.20
O 3.8893 0.2708 -3.3078  -0.17
O 0.8166 1.6581 6.6597  -0.22
O -0.6024 -6.7939 -3.7567  -0.19
O 3.1825 4.5075 2.1839  -0.16
O -5.6667 -0.8941 -4.9999  -0.18
O 3.5781 0.9722 3.5757  -0.15
O -5.0576 0.0444 1.1325  -0.15
N 0.1909 3.0067 -1.8161  0.05
N -3.5829 -2.6330 -2.4831  0.03
N 2.9924 -0.4153 1.2034  0.07
N 1.1316 0.2031 -2.4400  0.08
N 1.4393 2.3389 1.8732  0.08
N -1.3172 -4.8801 -1.6699  0.07
N -1.5648 -0.4994 4.6424  0.05
C -1.2461 -7.7963 -4.5226  -0.11
C 3.3780 -1.1204 2.4421  -0.44
C -0.4657 3.8642 1.9032  -0.07
C -0.4606 -7.0644 -2.3734  -0.21
C 5.0664 0.3076 -4.1600  -0.10
C -0.0237 0.5378 6.3159  -0.17
C 4.0862 5.3466 2.8133  -0.13
C 1.5548 5.4516 -4.8627  -0.15
C 1.9191 4.4699 2.7483  -0.20
C 2.9910 -0.2898 3.6759  -0.23
C 2.1055 -0.8383 -2.3102  -0.43
C -0.3917 4.7288 -3.6425  -0.10
C 1.3434 1.6483 7.9274  -0.15
C -1.5404 1.9679 4.8624  -0.05
C -0.8477 3.6335 -2.6046  -0.39
C -6.5481 -1.2265 -6.0386  -0.14
C -5.0529 -2.0096 -4.3422  -0.17
C -0.7067 0.6558 4.9282  -0.41
C -3.0837 -0.5010 -3.4349  -0.09
C 3.0957 -0.8414 -3.5040  -0.23
C -5.1261 -0.7436 2.3156  -0.15
C -1.9916 3.9687 -1.5971  -0.07
C -0.0762 -5.7115 -1.7185  -0.40
C 1.3737 -2.1208 -2.2311  -0.08
C 1.0430 3.7081 1.6875  -0.39
C 0.4438 -5.9473 -0.2882  -0.07
C 4.7969 -1.5455 2.5053  -0.08
C -4.2021 -1.4565 -3.1492  -0.40
C 3.3929 1.5987 4.8594  -0.08
H -1.6766 -7.3295 -5.4086  0.09
H 0.2294 -5.1755 0.4510  0.07
H 1.9196 3.9753 3.7196  0.11
H -6.2015 -2.0368 -6.6800  0.08
H -2.1218 -8.2255 -4.0357  0.08
H -1.0324 2.9073 5.0803  0.06
H 5.1380 5.2790 2.5352  0.09
H -2.3268 -0.9532 -4.0758  0.07
H 1.1778 4.0574 0.6638  0.11
H -2.0277 -5.5976 -1.6465  0.06
H 2.1649 2.3435 7.7547  0.09
H -2.4965 3.1658 -1.0600  0.07
H -1.6414 -0.7264 3.6612  0.03
H -2.7685 4.4273 -2.2089  0.06
H 0.4309 -2.0297 -2.7705  0.08
H 0.7770 -5.3366 -2.2838  0.12
H -1.1850 4.8949 -4.3714  0.11
H 0.9959 6.3294 -5.1871  0.07
H 0.6414 1.7523 8.7548  0.09
H 0.3980 -0.2321 -2.9807  0.06
H 0.7422 0.2451 -1.5090  0.02
H -5.8380 -2.6376 -3.9212  0.12
H 3.2792 0.9964 5.7608  0.08
H -1.7515 4.7884 -0.9200  0.06
H 1.5123 -6.1023 -0.1390  0.07
H -6.5440 -0.4618 -6.8153  0.08
H 0.8474 1.7053 1.3553  0.04
H -2.8674 -3.0112 -3.0875  0.05
H -2.4326 -0.2652 -2.5931  0.06
H 2.0312 0.8079 8.0215  0.08
H -0.5402 -8.5955 -4.7486  0.08
H 5.3847 -0.6289 2.5544  0.09
H -4.1991 -0.1370 0.7430  0.02
H 2.7428 -0.8134 -1.4263  0.12
H -0.0695 5.6438 -3.1455  0.11
H 2.7818 -0.7036 -4.5387  0.12
H 1.9025 -0.3121 3.6245  0.11
H -2.3621 1.8588 5.5702  0.08
H -4.5111 -1.6248 2.1328  0.07
H -1.1196 -1.3623 4.9205  0.06
H -0.8330 3.7613 2.9242  0.05
H 0.4794 -0.4242 6.4137  0.12
H 0.0284 0.6649 4.1234  0.09
H -1.7592 2.0753 3.8000  0.05
H -0.7740 4.8319 1.5076  0.07
H 5.0333 -2.2173 3.3305  0.07
H -6.1922 -0.9646 2.3681  0.07
H -1.2741 -4.3073 -0.8391  0.05
H 1.1902 -2.4513 -1.2087  0.07
H 5.8223 -0.4775 -4.1435  0.08
H 4.2938 2.1975 4.9930  0.08
H 0.6068 3.5992 -1.1119  0.05
H -7.6003 -1.3129 -5.7675  0.08
H 5.5681 1.2746 -4.1231  0.08
H 4.1224 5.1863 3.8908  0.08
H 3.4030 -0.9278 0.4360  0.05
H 0.3601 -7.7798 -2.3200  0.13
H -3.4885 0.3737 -3.9439  0.08
H 2.7031 2.4274 4.6994  0.06
H 2.3360 5.3033 -5.6083  0.08
H 1.4810 5.4655 2.8194  0.12
H -0.0773 -6.8065 0.1341  0.07
H -0.2807 2.2398 -1.3584  0.04
H 2.8121 -2.0384 2.2836  0.13
H -1.2707 2.7500 -3.0828  0.12
H -4.7920 -0.0558 3.0923  0.08
H 1.9948 -0.5716 1.1822  0.04
H 5.1221 -2.1819 1.6822  0.07
H -1.1184 3.1414 1.4136  0.06
H -4.3774 -2.5785 -4.9812  0.12
H -3.0802 -2.4134 -1.6351  0.03
H 2.0517 5.7941 -3.9550  0.08
H -1.3736 -7.3528 -1.8525  0.12
H 1.9606 -2.9123 -2.6973  0.07
H 4.7612 0.2539 -5.2050  0.07
H 3.2945 -0.8268 4.5747  0.12
H 3.6813 -1.7529 -3.6239  0.11
H -0.8277 0.5163 7.0517  0.12
H 3.7415 6.3761 2.7167  0.08
H 1.2315 2.1512 2.8436  0.05
H -4.7837 -0.8274 -2.4754  0.14

Cartesian forces (eV/Å) of the 2 atoms listed first:
1.9 2.0 -0.4
0.3 0.3 -1.1

Values from the calculation:
Charge: -1
Total energy, eV: -83790.402
F_max, eV/Å: 3.759
Highest occupied orbital energy, Ha: -0.2045

***

11 unconnected molecules or ions with the total composition C29H86N6O11, computed with ωB97M-V/def2-TZVPD.

Each line ends with the Löwdin charge.
Cartesian coordinates (Å):
O 6.4774 -1.6358 -1.0028  -0.18
O 3.3436 3.5048 2.4951  -0.10
O -4.1342 2.3602 0.2150  -0.12
O -2.3137 2.6937 5.8956  -0.12
O -2.5849 6.1400 -2.4815  -0.21
O -3.4465 -3.2984 3.5573  -0.20
O 0.2232 1.9992 -6.4169  -0.20
O -0.9634 -0.0062 -0.5276  -0.13
O 0.1362 -3.4762 -2.3843  -0.14
O 4.3033 -4.6967 4.5743  -0.19
O -6.4198 -2.8308 -3.8458  -0.17
N -3.8944 9.4046 -1.2539  0.01
N -9.2819 -4.4648 -2.2264  0.03
N 6.2588 -7.3480 6.3132  0.03
N -1.5449 -2.5209 6.6399  0.01
N 9.2960 -0.8888 -0.4772  0.05
N 0.3838 4.7871 -7.0860  0.02
C -2.7270 7.2237 -1.4975  -0.15
C 6.8179 -0.4513 -0.3551  -0.25
C 2.4368 4.4822 -8.5135  -0.05
C 0.4612 0.9903 -5.4171  -0.10
C -1.8380 -2.5050 5.2044  -0.42
C -7.4099 -2.9395 -2.8503  -0.24
C -9.1517 -3.5205 -4.5278  -0.06
C -0.9375 2.5672 5.4257  -0.15
C 5.4464 -5.2893 5.1389  -0.23
C 1.4283 2.5832 -6.9364  -0.20
C 3.9789 -6.9828 6.2674  -0.08
C 5.2499 -6.7505 5.4776  -0.47
C 0.4043 -4.3527 -1.2911  -0.15
C -1.4162 5.3797 -2.4402  -0.12
C -8.3517 -4.0036 -3.3065  -0.43
C 4.5654 -3.4155 3.9455  -0.08
C -3.3199 -2.9144 4.9025  -0.18
C 1.1473 3.8066 -7.8740  -0.40
C -3.8931 8.1037 -1.8999  -0.44
C -4.1554 2.7213 1.5766  -0.17
C -0.7847 -3.4241 4.5449  -0.05
C -0.0491 0.2895 0.5339  -0.14
C -3.4477 -2.2290 2.6399  -0.11
C 3.5925 3.2699 3.8284  -0.20
C 5.2324 -1.6255 -1.7088  -0.09
C -5.2930 -2.1389 -3.4473  -0.12
C 8.1464 -0.5538 0.3900  -0.45
C -3.9933 8.5179 -3.3583  -0.08
C 8.3661 0.6698 1.1832  -0.09
H -4.0734 -2.1918 5.2160  0.12
H 5.3331 -1.0465 -2.6268  0.09
H 4.8996 -2.7517 4.7429  0.08
H -5.0961 3.0710 2.0018  0.08
H 6.9901 -7.5749 5.6545  0.07
H -3.3700 1.8522 -0.0670  0.07
H -3.3562 3.4225 1.8168  0.06
H -8.4493 -3.4511 -5.3584  0.07
H 2.8265 2.6416 4.2829  0.08
H 0.0841 5.5267 -7.7051  0.06
H 4.5907 2.8364 3.8890  0.08
H -4.7277 -2.6690 -2.6808  0.09
H -7.1114 -3.2359 -1.8448  0.12
H 3.1067 -6.5070 5.8190  0.07
H 8.0462 -1.3617 1.1148  0.14
H -9.7335 -5.2949 -2.5829  0.06
H 9.3134 -0.2485 -1.2580  0.07
H 1.4290 -4.7216 -1.2471  0.08
H -0.2742 3.3284 5.8365  0.07
H 8.9562 -1.7167 -0.9453  0.06
H 0.2447 -3.1442 4.7688  0.07
H 0.0122 -4.0111 -3.1718  0.07
H 0.2189 -3.8358 -0.3495  0.07
H 5.1864 -7.3674 4.5812  0.13
H -3.1290 9.9490 -1.6251  0.07
H -3.1220 9.0444 -3.7477  0.08
H 5.3102 -3.3762 3.1506  0.08
H -0.5237 0.5772 -5.1990  0.08
H -1.8262 7.8368 -1.5252  0.12
H -0.4866 1.6330 5.7605  0.06
H 5.7300 -4.8495 6.0951  0.13
H 3.6576 -7.9969 6.5049  0.08
H 2.1401 2.7996 -6.1398  0.12
H -0.3723 -5.1142 -1.3637  0.08
H 2.1587 5.4161 -9.0021  0.06
H -0.8465 2.5121 4.3409  0.07
H 0.2696 -0.5768 1.1135  0.07
H -4.7390 -1.9133 -4.3586  0.09
H 2.9122 3.8542 -9.2669  0.07
H -4.8061 7.5599 -1.6572  0.14
H -7.7578 -4.8721 -3.5914  0.13
H -3.9972 7.6323 -3.9937  0.07
H 4.9355 -2.6548 -1.9101  0.09
H -1.6126 -1.4753 4.9267  0.11
H -0.4353 4.3042 -6.7454  0.06
H 1.0708 0.1555 -5.7629  0.08
H 0.5180 3.4921 -8.7065  0.12
H -8.7128 -4.6943 -1.4241  0.06
H -3.4639 -3.8543 5.4354  0.13
H 6.8012 0.4595 -0.9537  0.12
H -2.6916 6.8342 -0.4802  0.12
H 7.9441 0.6831 2.1881  0.08
H 6.0230 -0.2161 0.3526  0.12
H 0.8645 0.7238 0.1278  0.07
H -1.2126 5.0891 -1.4095  0.08
H -1.5497 4.5337 -3.1143  0.09
H -5.5685 -1.1710 -3.0286  0.09
H -2.2473 -2.1303 7.2515  0.06
H -4.4330 -1.7628 2.6415  0.09
H 6.3266 -5.1715 4.5069  0.12
H -7.9395 -2.0074 -2.6533  0.13
H -0.6077 5.9903 -2.8423  0.08
H 8.0144 1.5809 0.6993  0.08
H -0.9236 -3.3832 3.4645  0.06
H 3.6391 4.1511 4.4684  0.08
H 5.8511 -8.2113 6.6427  0.07
H 9.4275 0.8844 1.3074  0.08
H -4.9014 9.0948 -3.5334  0.08
H -3.2207 -2.5756 1.6317  0.09
H -3.7645 1.8792 2.1478  0.06
H -4.6945 9.8863 -1.6384  0.06
H 4.0727 -6.4663 7.2227  0.09
H 3.2084 4.7200 -7.7813  0.07
H -9.8251 -4.3099 -4.8617  0.07
H -0.6454 -0.6496 -1.1651  0.06
H 1.9855 1.8336 -7.4982  0.11
H 3.8714 4.2795 2.2880  0.08
H -0.7395 -1.9602 6.8789  0.06
H 3.5819 -3.0993 3.5979  0.08
H -2.3833 3.6474 5.9806  0.06
H 0.8397 1.3648 -4.4660  0.08
H -0.5658 1.0502 1.1191  0.07
H -0.8956 -4.4804 4.7899  0.08
H -2.6734 -1.4925 2.8546  0.08
H -9.6472 -2.5537 -4.4394  0.08
H 4.4165 -1.2143 -1.1144  0.08

Cartesian forces (eV/Å) of the 2 atoms listed first:
-0.2 -0.6 -0.7
-0.6 0.8 -1.1

Values from the calculation:
Total energy, eV: -62922.076
F_max, eV/Å: 2.647
Highest occupied orbital energy, Ha: -0.3324
Structure (SMILES): COC[C@H](C)N.COC[C@H](C)N.COC[C@H](C)N.COC[C@H](C)N.COC[C@H](C)N.COC[C@H](C)N.CO.CO.CO.CO.CO

***

We obtain LUMO level values of 0.0889 0.0004 hartree for the records listed above, in that order.
We obtain relative energy (zero: lowest compared OMol25 entry of this formula, charge and spin) values of 135.8 95.5 kcal per mole for the records listed above, in that order.